1.
{
  "formula": "C13H13N3OS",
  "method": "ωB97M-V/def2-TZVPD",
  "species": ["C", "C", "N", "N", "C", "O", "C", "C", "C", "C", "C", "S", "C", "C", "C", "N", "C", "C", "H", "H", "H", "H", "H", "H", "H", "H", "H", "H", "H", "H", "H"],
  "positions_angstrom": [[-0.53520, 1.63946, 3.88181], [-0.38530, 0.96845, 2.55294], [-1.33607, 1.14092, 1.72491], [-1.30149, 0.65649, 0.44657], [-0.23223, 0.69065, -0.40897], [0.88549, 1.03951, -0.07573], [-0.54070, 0.26798, -1.77654], [0.37372, 0.16061, -2.78961], [-0.18707, -0.28770, -3.99775], [-1.52807, -0.52524, -3.91778], [-2.44582, -0.99756, -4.98858], [-2.12302, -0.19569, -2.32753], [0.81569, 0.12788, 2.37165], [2.09571, 0.58685, 2.67002], [3.16343, -0.27792, 2.50416], [3.03808, -1.53050, 2.09967], [1.82140, -1.97121, 1.83085], [0.68259, -1.19434, 1.94884], [-1.51932, 2.09262, 3.95450], [-0.39689, 0.91804, 4.68527], [0.22193, 2.41419, 3.99134], [-2.23034, 0.61577, 0.04529], [1.41167, 0.39985, -2.64606], [0.37910, -0.43204, -4.90069], [-2.50674, -0.25923, -5.78846], [-2.07837, -1.92841, -5.41953], [-3.44434, -1.16364, -4.59277], [2.25885, 1.60498, 2.98607], [4.17574, 0.04479, 2.71146], [1.75856, -3.00125, 1.50301], [-0.29100, -1.60429, 1.72163]],
  "charge": 0,
  "smiles": "C/C(=N/NC(=O)c1ccc(C)s1)c1ccncc1",
  "e_tot_ha": -1140.8535,
  "orbital_gap_ev": 9.0,
  "e_above_lowest_kj_mol": 230.1,
  "homo_ev": -8.8
}

---

2.
{
  "formula": "C13H13N4O7P2PdS",
  "method": "ωB97M-V/def2-TZVPD",
  "species": ["Pd", "O", "P", "O", "O", "O", "P", "O", "O", "O", "H", "H", "S", "C", "N", "N", "C", "C", "C", "C", "C", "C", "N", "N", "C", "C", "C", "C", "C", "C", "H", "H", "H", "H", "H", "H", "H", "H", "H", "H", "H"],
  "positions_angstrom": [[0.24042, -2.21433, 0.58705], [3.27206, -3.63291, 0.75459], [2.14977, -4.08714, -0.30324], [2.46450, -5.37251, -0.93419], [1.74779, -2.84906, -1.05441], [0.77872, -4.28289, 0.74396], [0.97064, -4.14835, 2.43239], [-0.54426, -4.49499, 2.85728], [1.92747, -5.17011, 2.90070], [1.17838, -2.67992, 2.65676], [3.46116, -4.34248, 1.38700], [-0.65103, -5.45087, 2.90005], [-2.08961, -2.24441, 0.41555], [-2.21639, -0.56000, 0.35922], [-3.52017, -0.06853, 0.31940], [-3.65493, 1.21578, 0.01156], [-3.01887, 1.97544, -0.99367], [-3.18086, 3.35714, -0.95642], [-2.62094, 4.15318, -1.94339], [-1.89989, 3.57864, -2.98173], [-1.75896, 2.19682, -3.02404], [-2.31605, 1.39076, -2.04412], [-1.18516, 0.27136, 0.38163], [-0.00616, -0.31152, 0.47068], [1.10732, 0.55310, 0.51523], [2.36269, 0.03651, 0.82977], [3.45575, 0.88643, 0.88344], [3.31751, 2.24466, 0.62552], [2.06345, 2.75059, 0.30205], [0.96047, 1.91612, 0.24314], [-4.46809, 1.63330, 0.43673], [-3.72978, 3.80718, -0.13541], [-2.74087, 5.22830, -1.89257], [-1.46107, 4.19819, -3.75312], [-1.20877, 1.73334, -3.83324], [-2.20914, 0.31744, -2.09570], [2.49496, -1.01545, 1.04824], [4.42617, 0.47507, 1.13178], [4.17731, 2.90208, 0.68005], [1.94098, 3.80572, 0.08738], [-0.01647, 2.29833, -0.01587]],
  "s2": 2.038,
  "charge": -1,
  "e_tot_ha": -2457.9505,
  "spin_multiplicity": 3,
  "orbital_gap_ev": [6.7, 6.2],
  "homo_ev": [-4.8, -5.8]
}

---

Largest force on an atom readings, ordered: 0.8; 0.9 eV Å⁻¹